No. 1
C28H40N7SSi2Ti as an isolated structure, computed with ωB97M-V with the def2-TZVPD basis set.

Element x y z (Å)
Ti  -0.351  0.127  -0.111
S  -2.051  2.009  0.306
Si  0.230  -2.350  -0.888
Si  -2.595  -1.087  -0.894
N  0.587  1.048  3.614
N  -0.816  2.495  -2.066
N  -0.482  -0.278  2.021
N  -0.697  -0.773  4.311
N  -2.835  3.520  -1.756
N  0.111  1.612  -1.505
N  1.848  0.271  -0.050
C  2.720  5.585  -3.515
C  -3.259  -4.757  -2.896
C  -1.967  -5.258  -3.016
C  -3.651  -0.139  -2.170
C  0.863  2.101  2.652
C  -1.350  -2.028  3.999
C  1.687  0.827  4.534
C  -0.906  -4.549  -2.479
C  1.950  4.667  -4.220
C  -1.107  -3.333  -1.822
C  -3.468  -3.548  -2.255
C  1.875  -2.807  -1.760
C  -1.823  2.695  -1.283
C  -1.236  -0.111  5.485
C  4.063  -0.301  0.655
C  -2.408  -2.813  -1.719
C  2.599  4.171  -1.576
C  -3.802  -1.444  0.563
C  -0.219  -0.011  3.257
C  2.347  1.218  -0.908
C  1.508  3.509  -3.606
C  2.698  -0.437  0.704
C  0.270  -3.366  0.757
C  3.039  5.336  -2.190
C  1.385  1.991  -1.618
C  3.755  1.341  -1.071
C  1.839  3.238  -2.277
C  4.598  0.601  -0.294
H  -3.386  -2.207  1.228
H  -2.353  -1.886  3.573
H  -0.818  0.885  5.583
H  1.801  -2.599  -2.829
H  2.839  3.981  -0.537
H  1.790  1.913  2.104
H  3.061  6.492  -3.999
H  0.956  3.046  3.194
H  4.144  2.020  -1.816
H  4.691  -0.912  1.289
H  -4.481  -3.163  -2.182
H  -4.555  -0.714  -2.397
H  -2.523  4.138  -2.492
H  2.728  -2.243  -1.378
H  5.670  0.695  -0.422
H  -1.450  -2.601  4.921
H  -3.949  0.846  -1.810
H  -3.385  3.955  -1.037
H  -3.996  -0.540  1.147
H  0.699  -4.358  0.584
H  1.889  1.747  5.087
H  1.688  4.856  -5.254
H  0.038  2.204  1.948
H  -4.763  -1.826  0.203
H  0.097  -4.954  -2.572
H  3.627  6.048  -1.623
H  -1.265  -0.929  1.958
H  0.819  -2.898  1.577
H  2.104  -3.872  -1.643
H  1.457  0.037  5.243
H  -4.095  -5.309  -3.311
H  -3.100  0.004  -3.102
H  -2.327  -0.018  5.413
H  2.595  0.553  3.983
H  -1.000  -0.687  6.383
H  -0.749  -2.604  3.297
H  -1.795  -6.199  -3.528
H  -0.764  -3.517  1.086
H  0.891  2.803  -4.145
H  2.226  -1.159  1.363

## Properties
**Expectation value of S²**: 2.03
**Energy relative to the best compared isomer or geometry (same formula, charge and spin)**: 14.7 kcal/mol
**Maximum force**: 0.66 eV/A
**Total energy**: -89824.9646 eV
**Spin multiplicity**: 3
**Charge**: -1



No. 2
A 2-piece molecular cluster, C5H14 overall in a non-equilibrium geometry, computed with ωB97M-V with the def2-TZVPD basis set.

Element x y z (Å)
C  2.261  -0.229  0.340
C  0.992  0.702  0.443
C  -1.691  -1.446  -1.638
C  -2.472  -0.770  -0.530
C  1.043  1.849  1.446
H  -1.963  -2.495  -1.719
H  -1.859  -0.951  -2.597
H  -2.692  0.310  -0.565
H  1.712  1.671  2.284
H  0.760  1.160  -0.511
H  3.254  0.186  0.485
H  -3.489  -1.119  -0.433
H  2.150  -0.969  1.127
H  2.221  -0.835  -0.574
H  -0.585  -1.447  -1.626
H  -1.874  -0.942  0.372
H  0.057  2.063  1.859
H  1.462  2.766  1.014
H  0.193  -0.037  0.480

## Properties
**SMILES**: CCC.CC
**Energy relative to the best compared isomer or geometry (same formula, charge and spin)**: 15.8 kcal/mol
**Maximum force**: 1.70 eV/A
**Total energy**: -5411.3643 eV



No. 3
An isolated ion of composition C4H9NO2S and charge +1 in a non-equilibrium geometry, computed with ωB97M-V with the def2-TZVPD basis set.

Element x y z (Å)
S  -2.307  -0.691  -0.658
O  1.301  1.217  1.532
O  -0.884  1.428  0.934
N  1.624  -0.807  -0.247
C  0.382  1.216  0.509
C  0.385  -0.111  -0.358
C  -0.744  -1.103  0.080
C  2.645  -0.300  -1.063
H  0.548  2.077  -0.171
H  1.779  0.378  1.544
H  -0.464  -2.067  -0.333
H  0.238  0.163  -1.407
H  3.246  0.436  -0.532
H  -2.449  0.462  0.021
H  3.372  -1.068  -1.337
H  -0.913  -1.102  1.152
H  2.330  0.236  -1.973

## Properties
**Expectation value of S²**: 0.77
**Energy relative to the best compared isomer or geometry (same formula, charge and spin)**: 121.6 kcal/mol
**Maximum force**: 3.02 eV/A
**Total energy**: -20700.5585 eV
**Spin multiplicity**: 2
**Charge**: +1



No. 4
A 2-piece molecular cluster, C3H5N3O overall in a non-equilibrium geometry, computed with ωB97M-V with the def2-TZVPD basis set.

Element x y z (Å)
O  -2.738  0.762  -0.224
N  1.301  -1.411  0.647
N  0.326  1.273  -1.264
N  2.747  0.476  0.064
C  2.047  -0.494  0.294
C  -1.573  0.021  0.043
C  -0.438  0.683  -0.627
H  2.539  0.981  -0.794
H  1.634  -2.340  0.411
H  -1.631  -1.019  -0.308
H  -2.759  0.924  -1.177
H  -1.424  -0.006  1.125

## Properties
**SMILES**: N#CCO.N=C=N
**Energy relative to the best compared isomer or geometry (same formula, charge and spin)**: 50.3 kcal/mol
**Maximum force**: 1.11 eV/A
**Total energy**: -9708.4007 eV



No. 5
A single C4H8N2S molecule in a non-equilibrium geometry, computed with ωB97M-V with the def2-TZVPD basis set.

Element x y z (Å)
S  1.724  -0.241  -0.935
N  -2.783  -0.956  -0.369
N  -1.382  0.817  -0.031
C  1.905  -1.122  0.646
C  -0.222  1.570  -0.042
C  -1.608  -0.471  -0.482
C  1.046  1.288  -0.381
H  -0.435  2.599  0.327
H  0.920  -1.325  1.120
H  -2.839  -1.933  -0.757
H  2.535  -0.560  1.315
H  -2.207  1.250  0.358
H  2.332  -2.112  0.428
H  1.753  2.116  -0.279
H  -0.739  -0.922  -0.918

## Properties
**SMILES**: [H]/N=C/N/C=C\SC
**Energy relative to the best compared isomer or geometry (same formula, charge and spin)**: 33.7 kcal/mol
**Maximum force**: 1.50 eV/A
**Total energy**: -18092.2814 eV



No. 6
C4H6N2O as an isolated structure in a non-equilibrium geometry, computed with ωB97M-V with the def2-TZVPD basis set.

Element x y z (Å)
O  -2.456  0.983  0.231
N  -1.420  -0.793  -0.799
N  -0.311  1.228  -0.646
C  -0.372  -0.880  0.243
C  1.916  0.497  0.115
C  0.456  0.326  -0.154
C  -1.581  0.584  -0.498
H  2.524  0.059  -0.685
H  0.145  -1.847  0.303
H  2.198  -0.001  1.049
H  2.147  1.562  0.181
H  -0.990  -0.450  1.131
H  -2.258  -1.268  -0.471

## Properties
**Energy relative to the best compared isomer or geometry (same formula, charge and spin)**: 43.1 kcal/mol
**Maximum force**: 2.50 eV/A
**Total energy**: -9271.6321 eV



No. 7
A 2-piece molecular cluster, C5H14N2O overall in a non-equilibrium geometry, computed with ωB97M-V with the def2-TZVPD basis set.

Element x y z (Å)
O  2.920  -0.083  -1.858
N  -0.905  1.999  -0.573
N  -1.798  -1.966  1.134
C  0.937  1.217  0.932
C  -0.508  -0.458  -0.492
C  -0.690  -2.155  1.710
C  -1.785  -1.264  -0.157
C  -0.388  0.862  0.197
H  -0.794  2.828  -0.013
H  0.317  -1.994  1.334
H  3.733  -0.109  -2.378
H  -0.668  -0.224  -1.575
H  1.868  0.857  0.461
H  2.289  0.552  -2.158
H  -1.846  -2.021  -0.943
H  -0.733  -2.599  2.707
H  -1.151  0.814  1.005
H  -2.653  -0.605  -0.193
H  1.105  2.301  0.999
H  -0.565  2.103  -1.519
H  0.458  -0.952  -0.596
H  0.858  0.900  1.977

## Properties
**SMILES**: C=NCC[C@@H](C)N.O
**Energy relative to the best compared isomer or geometry (same formula, charge and spin)**: 65.0 kcal/mol
**Maximum force**: 2.67 eV/A
**Total energy**: -10438.2085 eV



No. 8
A 2-piece molecular cluster, C10H10BrNO3 overall, computed with ωB97M-V with the def2-TZVPD basis set.

Element x y z (Å)
Br  0.439  -2.053  0.224
O  -1.481  0.825  -1.573
O  -5.181  1.283  2.189
O  3.960  0.873  1.233
N  2.220  0.118  -0.119
C  1.995  -1.225  -0.634
C  3.263  -2.023  -0.308
C  -2.007  0.684  0.720
C  4.337  -0.936  -0.366
C  3.588  0.159  0.354
C  -3.730  1.282  -1.048
C  -2.329  0.919  -0.710
C  -4.657  1.399  -0.102
C  -2.934  0.804  1.665
C  -4.333  1.172  1.330
H  -0.981  0.413  0.931
H  1.722  -1.217  -1.686
H  2.085  0.821  -0.839
H  5.299  -1.189  0.069
H  -3.938  1.446  -2.097
H  4.466  -0.609  -1.405
H  3.178  -2.363  0.727
H  -5.684  1.665  -0.319
H  -2.724  0.640  2.714
H  3.426  -2.887  -0.949

## Properties
**SMILES**: O=C1CC[C@@H](Br)N1.O=C1C=CC(=O)C=C1
**Energy relative to the best compared isomer or geometry (same formula, charge and spin)**: 0.0 kcal/mol
**Maximum force**: 0.76 eV/A
**Total energy**: -88206.1404 eV